<i>
8
Properties=species:S:1:pos:R:3:lowdin_charge:R:1 method="wB97M-V/def2-TZVPD" homo_lumo_gap_ha=0.3024 lumo_ev=-1.4 molar_mass_g_mol=110.09 charge=0 e_homo_ev=-9.6
N 0.369 0.909 -0.682 0.10
N 0.881 -0.023 -0.275 -0.29
O -2.388 0.625 1.026 -0.46
O -1.634 -1.342 -0.295 -0.49
O 2.042 0.028 0.482 -0.05
S -2.436 -0.119 -0.261 0.90
H 0.745 -1.050 -0.316 0.15
H 2.422 0.973 0.321 0.14



<ii>
8
Properties=species:S:1:pos:R:3:lowdin_charge:R:1 method="wB97M-V/def2-TZVPD" homo_lumo_gap_ha="0.2927 / 0.2927" lumo_ev="-1.4 / -1.4" molar_mass_g_mol=110.09 charge=0 e_homo_ev="-9.4 / -9.4"
N 1.502 1.687 0.787 0.02
N 0.110 0.427 -0.437 0.08
O 3.258 0.117 -1.088 -0.42
O 2.225 -1.169 0.674 -0.47
O 0.638 1.721 -0.077 -0.17
S 3.172 -0.136 0.332 0.85
H -0.375 0.354 -1.267 0.06
H 0.847 -0.260 -0.046 0.05



<iii>
8
Properties=species:S:1:pos:R:3:lowdin_charge:R:1 method="wB97M-V/def2-TZVPD" homo_lumo_gap_ha="0.2730 / 0.2731" lumo_ev="-2.7 / -2.7" molar_mass_g_mol=110.09 charge=0 e_homo_ev="-10.1 / -10.1"
N 1.188 0.219 -0.581 -0.31
N -1.622 -0.120 0.010 -0.58
O -1.220 1.060 -0.132 -0.03
O -2.737 -0.376 0.282 0.11
O -0.743 -1.001 -0.206 -0.07
S 1.920 0.000 0.721 0.97
H 0.122 0.656 -0.359 0.00
H 3.091 -0.437 0.265 -0.10



<iv>
8
Properties=species:S:1:pos:R:3:lowdin_charge:R:1 method="wB97M-V/def2-TZVPD" homo_lumo_gap_ha="0.2793 / 0.2792" lumo_ev="-2.6 / -2.6" molar_mass_g_mol=110.09 charge=0 e_homo_ev="-10.2 / -10.2"
N -0.497 0.769 1.130 -0.20
N 1.069 -0.619 -0.256 0.00
O -1.249 -1.402 0.242 -0.32
O -1.058 0.595 -1.373 -0.29
O 1.573 0.098 -1.119 0.06
S -0.802 -0.073 -0.124 0.52
H -0.683 1.829 1.129 0.07
H 1.646 -1.196 0.370 0.16



The data favor <i>; the next most stable structure lies 0.0548 hartree above it.



<i>
9
Properties=species:S:1:pos:R:3:lowdin_charge:R:1 method="wB97M-V/def2-TZVPD" homo_lumo_gap_ha=0.3105 lumo_ev=-6.9 molar_mass_g_mol=70.08 charge=+1 e_homo_ev=-15.4
C -2.151 0.171 0.229 -0.12
C 1.862 -0.444 -0.440 0.03
N 1.473 0.295 0.646 0.12
N 0.918 0.788 -0.329 0.33
N -3.261 0.035 -0.008 0.04
H 2.762 -0.206 -1.157 0.18
H 1.294 -1.292 -0.572 0.09
H 1.429 0.474 1.599 0.18
H -4.327 0.177 0.031 0.15



<ii>
9
Properties=species:S:1:pos:R:3:lowdin_charge:R:1 method="wB97M-V/def2-TZVPD" homo_lumo_gap_ha=0.3925 smiles=N1[C@]23N[C@]12[NH2+]3 lumo_ev=-5.8 molar_mass_g_mol=70.08 charge=+1 e_homo_ev=-16.5
N 0.550 1.242 0.154 0.19
C 0.262 -0.003 0.739 -0.29
N 1.009 -0.976 0.128 0.17
C 0.378 0.023 -0.800 0.05
N -1.000 -0.302 0.006 0.21
H 0.011 2.083 0.038 0.13
H 2.026 -0.936 0.089 0.15
H -1.368 -1.319 -0.163 0.22
H -1.869 0.188 -0.191 0.17



<iii>
9
Properties=species:S:1:pos:R:3:lowdin_charge:R:1 method="wB97M-V/def2-TZVPD" homo_lumo_gap_ha=0.3440 smiles="[H]/N=C/N=[N+]=C" lumo_ev=-7.2 molar_mass_g_mol=70.08 charge=+1 e_homo_ev=-16.6
H 2.000 -0.383 -0.094 0.08
N 1.166 0.068 -0.002 0.23
C 0.678 1.208 0.045 -0.12
N -0.760 1.203 -0.111 0.18
N -1.256 0.151 0.053 0.04
C -1.026 -1.050 -0.024 0.13
H 1.078 2.250 0.072 0.16
H -1.367 -1.673 0.795 0.13
H -0.512 -1.775 -0.735 0.17



The data favor <iii>; the next most stable structure lies 0.0353 hartree above it.



<i>
14
Properties=species:S:1:pos:R:3:lowdin_charge:R:1 method="wB97M-V/def2-TZVPD" homo_lumo_gap_ha="0.2704 / 0.2108" lumo_ev="-0.6 / -1.4" molar_mass_g_mol=113.18 charge=0 e_homo_ev="-8.0 / -7.1"
C 0.098 -0.016 -1.151 -0.07
C 0.934 0.223 -0.064 -0.13
C -0.014 0.717 -2.266 -0.09
C 0.575 -0.137 1.294 -0.91
C -0.753 -0.940 1.424 -0.18
N -0.043 1.333 -3.269 0.24
S 1.843 -1.227 1.866 0.60
H -0.797 -0.563 -0.833 0.11
H 1.723 0.859 0.021 0.07
H 0.397 0.793 1.779 0.09
H -1.543 -0.123 1.430 0.09
H -0.829 -1.404 2.463 0.09
H -1.065 -1.642 0.710 0.04
H -0.526 2.127 -3.405 0.05



<ii>
14
Properties=species:S:1:pos:R:3:lowdin_charge:R:1 method="wB97M-V/def2-TZVPD" homo_lumo_gap_ha=0.3498 lumo_ev=0.5 molar_mass_g_mol=113.18 charge=0 e_homo_ev=-9.0
C 0.656 -1.928 0.114 0.03
C 1.060 -0.658 0.251 -0.16
C 0.173 0.516 0.404 -0.36
C 0.653 1.762 0.448 0.06
C -1.298 0.249 0.512 -0.27
N -2.147 0.068 -0.422 -0.36
S -1.728 0.094 -2.072 0.73
H -0.432 -2.184 0.100 0.08
H 1.327 -2.727 -0.055 0.04
H 2.140 -0.454 0.281 0.11
H 0.006 2.634 0.552 0.07
H 1.760 1.993 0.392 0.09
H -1.714 0.240 1.557 0.13
H -0.456 0.396 -2.064 -0.18



<iii>
14
Properties=species:S:1:pos:R:3:lowdin_charge:R:1 method="wB97M-V/def2-TZVPD" homo_lumo_gap_ha=0.3400 smiles="C=C1SC[C@@H]2N[C@@H]12" lumo_ev=0.8 molar_mass_g_mol=113.18 charge=0 e_homo_ev=-8.5
C 1.034 0.421 2.207 -0.04
C 0.632 0.336 0.909 -0.47
S 0.478 -1.403 0.096 0.81
C -0.986 -0.962 -1.145 -0.32
C -1.130 0.489 -0.561 -0.32
N -0.707 1.895 -1.019 0.09
C 0.313 0.999 -0.457 -0.38
H 0.811 1.418 2.729 0.08
H 0.907 -0.309 3.022 0.05
H -0.804 -0.975 -2.206 0.06
H -1.899 -1.589 -1.072 0.07
H -1.617 0.360 0.415 0.13
H -0.504 1.937 -2.042 0.11
H 1.226 0.633 -0.961 0.12



The data favor <ii>; the next most stable structure lies 0.0818 hartree above it.



<i>
14
Properties=species:S:1:pos:R:3:lowdin_charge:R:1 method="wB97M-V/def2-TZVPD" homo_lumo_gap_ha=0.3441 lumo_ev=0.5 molar_mass_g_mol=113.18 charge=0 e_homo_ev=-8.8
C 0.006 -0.440 1.092 -0.27
C -0.988 -0.685 0.071 -0.41
C -1.372 -1.823 -0.413 0.02
C -1.918 0.627 -0.198 -0.14
C -1.389 1.879 -0.107 -0.04
H 0.988 -0.432 -1.420 -0.07
H -0.193 -0.525 2.201 0.13
H -0.763 -2.853 -0.385 0.14
H -2.308 -1.602 -0.944 0.06
H -3.254 0.375 -0.368 0.19
H -0.197 1.997 0.107 0.10
H -2.009 2.733 -0.478 0.06
N 1.219 0.124 1.018 -0.37
S 2.074 0.131 -0.532 0.60



<ii>
14
Properties=species:S:1:pos:R:3:lowdin_charge:R:1 method="wB97M-V/def2-TZVPD" homo_lumo_gap_ha=0.2783 lumo_ev=-0.5 molar_mass_g_mol=113.18 charge=0 e_homo_ev=-8.0
C 0.353 1.366 -0.296 -0.17
C 0.360 -0.022 -0.114 -0.37
C 1.582 -0.792 0.008 -0.21
C 1.809 -2.105 -0.003 -0.05
C -0.942 -0.643 -0.077 -0.73
H 1.504 3.121 0.602 0.14
H 2.571 1.910 0.702 0.23
H -0.576 2.042 -0.488 0.14
H 2.572 -0.255 0.397 0.12
H 1.023 -3.098 0.018 0.12
H 2.842 -2.555 0.213 0.06
H -0.874 -1.808 -0.441 0.10
N 1.471 2.146 -0.004 -0.06
S -2.396 -0.075 0.120 0.68



<iii>
14
Properties=species:S:1:pos:R:3:lowdin_charge:R:1 method="wB97M-V/def2-TZVPD" homo_lumo_gap_ha="0.2893 / 0.2893" lumo_ev="0.4 / 0.4" molar_mass_g_mol=113.18 charge=0 e_homo_ev="-7.5 / -7.5"
C 0.474 -1.903 -0.004 -0.43
C -1.667 -0.759 -0.537 -0.07
C 1.258 0.660 -0.029 -0.49
C -2.808 -0.296 0.199 -0.08
C 2.315 1.707 -0.069 -0.26
N -0.644 -1.339 -0.287 -0.05
S 1.848 -0.819 0.032 0.95
H 0.626 -2.888 0.062 0.02
H -2.757 0.851 0.150 0.12
H -3.735 -0.716 -0.012 0.05
H -2.693 -0.384 1.241 0.05
H 2.100 2.775 0.180 0.08
H 3.279 1.431 0.244 0.03
H 2.406 1.681 -1.170 0.08



The data favor <i>; the next most stable structure lies 0.0124 hartree above it.



<i>
50
Properties=species:S:1:pos:R:3:lowdin_charge:R:1 method="wB97M-V/def2-TZVPD" homo_lumo_gap_ha=0.3456 smiles=OCCO.OCCO.OCCO.OCCO.OCCO lumo_ev=0.3 molar_mass_g_mol=310.34 charge=0 e_homo_ev=-9.1
O -4.357 -2.074 -0.884 -0.03
C -3.325 -2.898 -1.243 -0.26
C -2.063 -2.102 -1.716 -0.17
O -2.199 -1.443 -3.027 -0.07
H -4.797 -1.760 -1.677 0.10
H -3.046 -3.319 -0.277 0.12
H -3.565 -3.706 -1.933 0.12
H -1.118 -2.642 -1.773 0.11
H -1.762 -1.394 -0.943 0.06
H -1.757 -1.857 -3.771 0.08
O -3.011 1.092 0.164 -0.06
C -2.445 0.980 1.472 -0.23
C -2.644 2.263 2.351 -0.22
O -2.059 2.121 3.655 -0.06
H -2.744 0.389 -0.433 0.05
H -2.833 0.109 2.000 0.12
H -1.373 0.914 1.289 0.07
H -3.701 2.496 2.475 0.11
H -2.289 3.110 1.763 0.10
H -1.179 2.503 3.703 0.08
O 1.189 -1.902 -1.234 -0.05
C 1.605 -0.615 -0.784 -0.20
C 0.803 -0.461 0.525 -0.21
O -0.601 -0.289 0.433 -0.13
H 1.979 -2.446 -1.277 0.08
H 2.672 -0.457 -0.632 0.07
H 1.182 0.146 -1.441 0.09
H 1.039 0.472 1.038 0.12
H 1.139 -1.227 1.222 0.12
H -1.012 -1.032 -0.016 0.04
O 4.297 -1.644 2.940 -0.05
C 4.242 -2.165 1.663 -0.26
C 4.161 -1.019 0.592 -0.19
O 3.406 0.096 1.079 -0.10
H 5.236 -1.524 3.102 0.10
H 4.937 -2.986 1.485 0.12
H 3.386 -2.838 1.705 0.11
H 3.838 -1.483 -0.339 0.10
H 5.114 -0.496 0.667 0.13
H 3.365 0.033 2.036 0.09
O -0.047 1.882 -2.613 0.00
C 0.342 2.271 -1.373 -0.36
C -0.150 3.545 -0.773 -0.21
O 0.646 4.482 -1.504 -0.07
H -0.844 1.351 -2.557 0.10
H 0.096 1.632 -0.525 0.08
H 1.429 2.197 -1.327 0.13
H -0.333 3.654 0.296 0.12
H -1.160 3.513 -1.181 0.12
H 0.312 4.529 -2.402 0.08



<ii>
50
Properties=species:S:1:pos:R:3:lowdin_charge:R:1 method="wB97M-V/def2-TZVPD" homo_lumo_gap_ha=0.3629 smiles=OCCO.OCCO.OCCO.OCCO.OCCO lumo_ev=0.4 molar_mass_g_mol=310.34 charge=0 e_homo_ev=-9.5
O 2.541 -0.462 -2.318 -0.09
C 3.642 -0.414 -3.214 -0.20
C 4.951 -0.582 -2.419 -0.25
O 4.915 -1.748 -1.642 -0.06
H 2.771 -0.168 -1.430 0.06
H 3.506 -1.231 -3.921 0.12
H 3.654 0.567 -3.704 0.12
H 5.062 0.318 -1.799 0.12
H 5.813 -0.686 -3.079 0.12
H 4.467 -1.594 -0.799 0.05
O -1.780 0.560 0.547 -0.07
C -1.796 1.016 -0.806 -0.23
C -0.409 0.875 -1.387 -0.24
O -0.265 -0.362 -2.064 -0.08
H -2.431 1.045 1.062 0.06
H -2.553 0.454 -1.362 0.12
H -2.075 2.075 -0.813 0.12
H 0.327 0.891 -0.574 0.10
H -0.120 1.722 -2.018 0.12
H 0.653 -0.469 -2.369 0.05
O -4.655 3.017 5.367 -0.06
C -4.170 2.408 4.195 -0.26
C -5.300 2.057 3.225 -0.24
O -4.702 1.519 2.040 -0.08
H -5.254 3.735 5.144 0.08
H -3.424 3.049 3.711 0.12
H -3.697 1.452 4.430 0.13
H -5.852 2.974 2.965 0.12
H -6.026 1.354 3.644 0.12
H -5.389 1.500 1.366 0.09
O -3.506 -3.421 -2.472 -0.07
C -2.152 -3.246 -2.840 -0.25
C -1.230 -3.521 -1.654 -0.24
O -1.651 -2.802 -0.500 -0.08
H -3.573 -3.371 -1.512 0.07
H -1.821 -3.943 -3.616 0.11
H -2.073 -2.228 -3.219 0.10
H -0.231 -3.117 -1.863 0.11
H -1.116 -4.580 -1.432 0.12
H -1.397 -1.880 -0.635 0.06
O 3.531 -0.689 0.688 -0.08
C 3.011 0.552 1.196 -0.22
C 4.052 1.376 1.931 -0.24
O 4.568 0.618 3.005 -0.04
H 4.209 -0.891 1.357 0.10
H 2.511 1.100 0.390 0.11
H 2.173 0.315 1.862 0.13
H 3.523 2.257 2.319 0.12
H 4.760 1.845 1.247 0.12
H 4.005 0.758 3.769 0.10



<iii>
50
Properties=species:S:1:pos:R:3:lowdin_charge:R:1 method="wB97M-V/def2-TZVPD" homo_lumo_gap_ha=0.3778 smiles=OCCO.OCCO.OCCO.OCCO.OCCO lumo_ev=0.3 molar_mass_g_mol=310.34 charge=0 e_homo_ev=-10.0
O -0.933 -1.603 0.977 -0.08
C -1.307 -0.840 -0.213 -0.26
C -1.371 -1.635 -1.421 -0.27
O -2.343 -2.583 -1.098 -0.06
H -1.317 -1.098 1.696 0.08
H -2.266 -0.365 -0.007 0.13
H -0.479 -0.130 -0.210 0.12
H -0.428 -2.160 -1.573 0.13
H -1.787 -0.978 -2.184 0.14
H -2.148 -2.939 -0.228 0.08
O -0.502 -5.562 -5.275 -0.06
C 0.022 -4.733 -6.318 -0.24
C -0.978 -4.651 -7.463 -0.29
O -2.000 -3.851 -7.016 -0.06
H -1.290 -5.040 -5.109 0.07
H 0.229 -3.722 -5.968 0.12
H 0.843 -5.301 -6.756 0.12
H -1.375 -5.649 -7.647 0.12
H -0.575 -4.238 -8.388 0.12
H -2.853 -4.229 -7.244 0.10
O 4.454 3.092 -3.346 -0.09
C 3.932 1.914 -2.673 -0.21
C 4.637 0.604 -3.053 -0.28
O 4.699 0.458 -4.418 -0.05
H 5.215 3.439 -2.874 0.08
H 4.019 2.194 -1.623 0.11
H 2.907 1.867 -3.042 0.12
H 3.990 -0.207 -2.716 0.12
H 5.635 0.606 -2.615 0.12
H 5.186 1.170 -4.841 0.09
O 1.438 3.256 4.951 -0.06
C 1.958 2.917 3.708 -0.29
C 3.403 3.428 3.600 -0.23
O 3.305 4.845 3.700 -0.06
H 1.869 2.825 5.693 0.09
H 1.854 1.854 3.491 0.11
H 1.353 3.424 2.956 0.12
H 3.691 3.051 2.618 0.11
H 3.887 2.971 4.463 0.12
H 2.642 5.208 3.110 0.08
O -5.553 1.316 7.989 -0.06
C -5.147 1.604 6.642 -0.27
C -4.021 0.742 6.250 -0.26
O -3.671 0.886 4.872 -0.07
H -6.005 2.084 8.346 0.08
H -5.953 1.664 5.911 0.12
H -4.811 2.639 6.707 0.12
H -4.377 -0.287 6.305 0.13
H -3.136 0.970 6.844 0.13
H -4.542 0.771 4.486 0.07



The data favor <ii>; the next most stable structure lies 0.0696 hartree above it.



<i>
10
Properties=species:S:1:pos:R:3:lowdin_charge:R:1 method="wB97M-V/def2-TZVPD" homo_lumo_gap_ha=0.3214 smiles="O=CC(=O)CO" lumo_ev=-1.0 molar_mass_g_mol=88.06 charge=0 e_homo_ev=-9.7
O -1.317 1.227 -0.419 0.11
C -0.945 0.292 -1.040 -0.17
C 0.169 -0.616 -0.677 -0.30
O 0.664 -1.343 -1.483 0.14
C 0.706 -0.314 0.834 -0.14
O 0.675 1.080 1.079 -0.04
H -1.474 -0.003 -1.953 0.14
H 0.041 -0.825 1.642 0.15
H 1.678 -0.782 1.035 0.12
H -0.197 1.286 0.982 -0.01



<ii>
10
Properties=species:S:1:pos:R:3:lowdin_charge:R:1 method="wB97M-V/def2-TZVPD" homo_lumo_gap_ha=0.4198 smiles="O=C1COCO1" lumo_ev=0.8 molar_mass_g_mol=88.06 charge=0 e_homo_ev=-10.7
O -1.344 1.456 -1.279 0.14
C -0.597 0.738 -0.680 -0.45
C -0.584 0.450 0.802 -0.08
O 0.472 -0.461 0.999 -0.07
C 0.957 -0.865 -0.261 -0.17
O 0.341 -0.054 -1.252 0.07
H -1.563 0.022 1.032 0.14
H -0.424 1.347 1.408 0.14
H 0.702 -1.916 -0.453 0.14
H 2.042 -0.717 -0.317 0.14



<iii>
10
Properties=species:S:1:pos:R:3:lowdin_charge:R:1 method="wB97M-V/def2-TZVPD" homo_lumo_gap_ha=0.3718 smiles="O=CC(O)C=O" lumo_ev=0.0 molar_mass_g_mol=88.06 charge=0 e_homo_ev=-10.1
O 0.063 -0.154 1.899 0.06
C -0.753 -0.322 1.019 -0.17
C -0.369 0.062 -0.399 -0.30
O -0.227 1.460 -0.177 -0.01
C 0.964 -0.508 -0.882 -0.19
O 1.073 -1.256 -1.820 0.08
H -1.813 -0.532 1.235 0.14
H -1.139 -0.139 -1.151 0.16
H 0.276 1.481 0.661 0.10
H 1.844 -0.138 -0.319 0.14



The data favor <ii>; the next most stable structure lies 0.0428 hartree above it.